The following is a DFT calculation (ωB97M-V with the def2-TZVPD basis set) of a structure of composition C3H2O3Ru at a distorted geometry.

```
9
Properties=species:S:1:pos:R:3
O 0.7391 -2.8310 0.0993
C 1.1062 -1.7433 0.0356
O 1.7116 -0.7258 -0.0203
O -0.5679 0.9733 0.0678
C -1.7988 1.2690 0.2847
C -2.9446 1.0098 -0.3462
H -3.8456 1.5811 -0.1212
H -2.9641 0.3327 -1.2117
Ru 1.2223 1.1831 -0.0417
```

As for the HOMO energy (alpha / beta): -18.93 / -20.33 eV. As for the net charge: +2. As for the energy relative to the best compared isomer or geometry (same formula, charge and spin): 142.2 kJ/mol. As for the spin multiplicity: 7.

---

The following is a DFT calculation (ωB97M-V with the def2-TZVPD basis set) of a structure of composition C3H2O3Ru at a distorted geometry.

```
9
Properties=species:S:1:pos:R:3
C 1.1883 1.3125 -1.5344
C 0.5583 0.2782 -2.0439
O -0.0577 -0.6526 -2.3844
C -0.7078 -0.6244 1.6501
O -0.0609 0.1671 1.1238
O -1.3632 -1.3850 2.2438
Ru -2.4502 -2.5600 3.6274
H 0.6725 2.2702 -1.4752
H 2.2207 1.1939 -1.2072
```

As for the HOMO energy (alpha / beta): -15.54 / -18.26 eV. As for the net charge: +2. As for the energy relative to the best compared isomer or geometry (same formula, charge and spin): 0.0 kJ/mol. As for the spin multiplicity: 7.

---

The following is a DFT calculation (ωB97M-V with the def2-TZVPD basis set) of a cluster of 2 separate species, C3H2O3S in total at a distorted geometry.

```
9
Properties=species:S:1:pos:R:3
C -0.2864 -0.5541 -0.0032
C 0.7009 2.8013 0.2997
C 0.8374 -0.0641 -0.5046
O 0.3933 2.6700 1.3784
O -1.8944 -2.5214 -0.7403
O -0.7020 -1.0682 1.1307
S -1.9475 -1.2179 -0.0182
H 1.1246 0.1760 -1.5300
H 1.7741 -0.2216 -0.0125
```

As for the HOMO energy: -10.00 eV. As for the net charge: 0. As for the energy relative to the best compared isomer or geometry (same formula, charge and spin): 389.3 kJ/mol.

---

The following is a DFT calculation (ωB97M-V with the def2-TZVPD basis set) of the molecule C3H2O3S at a distorted geometry.

```
9
Properties=species:S:1:pos:R:3
C 1.1950 1.7596 -0.6729
C 0.4573 0.7275 -0.4058
C -0.3028 -0.2405 -0.1029
O -1.0293 -1.2388 -0.7803
S -0.9722 -1.4978 0.8504
O -2.2364 -1.3127 1.4814
O -0.1399 -2.6015 1.2007
H 0.7776 2.7518 -0.7061
H 2.2506 1.6525 -0.8646
```

As for the HOMO energy: -10.46 eV. The SMILES is C=C=C1OS1(=O)=O. As for the net charge: 0. As for the energy relative to the best compared isomer or geometry (same formula, charge and spin): 487.5 kJ/mol.

---

The following is a DFT calculation (ωB97M-V with the def2-TZVPD basis set) of a structure of composition C3H2O3Y at a distorted geometry.

```
9
Properties=species:S:1:pos:R:3
C 1.4539 0.9405 -1.9230
C 2.1478 0.4925 -0.9015
O 2.6544 0.0661 0.0586
C -1.6811 -0.5817 1.1519
O -1.3061 -0.1056 0.1753
O -2.1375 -1.0533 2.1161
Y -3.4882 -2.0029 3.9961
H 1.2074 0.2582 -2.7357
H 1.1493 1.9863 -1.9377
```

As for the HOMO energy (alpha / beta): -13.38 / -13.38 eV. As for the net charge: +2. As for the energy relative to the best compared isomer or geometry (same formula, charge and spin): 222.4 kJ/mol. As for the spin multiplicity: 2.

---

The following is a DFT calculation (ωB97M-V with the def2-TZVPD basis set) of a cluster of 2 separate species, C3H2O4 in total at a distorted geometry.

```
9
Properties=species:S:1:pos:R:3
O 0.8514 2.2537 0.5840
C 0.9235 1.1877 0.1470
C 0.8143 0.0087 -0.4360
O 0.9701 -1.3412 0.0297
H 0.4257 0.0840 -1.4038
H 1.3064 -1.2109 0.8649
O -1.5891 0.1499 1.0868
C -1.7581 -0.3519 0.0798
O -1.9444 -0.7801 -0.9524
```

As for the HOMO energy: -8.86 eV. The SMILES is O=C=CO.O=C=O. As for the net charge: 0. As for the energy relative to the best compared isomer or geometry (same formula, charge and spin): 138.4 kJ/mol.

---

The following is a DFT calculation (ωB97M-V with the def2-TZVPD basis set) of a cluster of 2 separate species, C3H2S2 in total at a distorted geometry.

```
7
Properties=species:S:1:pos:R:3
C -0.7130 -0.4716 -0.5554
C -0.6808 0.3980 0.6253
C 0.2424 0.3452 -0.9057
S 2.5443 -0.7786 0.2561
S 0.0425 1.8735 -0.0094
H -1.0764 -1.3560 -0.9923
H -0.3590 -0.0105 1.5813
```

As for the HOMO energy (alpha / beta): -8.82 / -8.91 eV. As for the net charge: 0. As for the energy relative to the best compared isomer or geometry (same formula, charge and spin): 253.8 kJ/mol. As for the spin multiplicity: 3.

---

The following is a DFT calculation (ωB97M-V with the def2-TZVPD basis set) of the molecule C3H2S3 at a distorted geometry.

```
8
Properties=species:S:1:pos:R:3
S 2.0020 0.6100 0.4976
C 0.4670 0.9285 0.7202
C -0.6179 0.1181 0.1091
S -2.1345 0.5691 0.3630
C -0.1313 -1.0359 -0.6762
S 0.2312 -1.1618 -2.2185
H 0.1242 1.8194 1.2228
H 0.0593 -1.8474 -0.0181
```

As for the HOMO energy: -8.98 eV. The SMILES is S=CC(=S)C=S. As for the net charge: 0. As for the energy relative to the best compared isomer or geometry (same formula, charge and spin): 194.8 kJ/mol.

---

Number 1: E_tot -11840.767 eV. Number 2: E_tot -11842.241 eV. Number 3: E_tot -20117.459 eV. Number 4: E_tot -20116.442 eV. Number 5: E_tot -10306.848 eV. Number 6: E_tot -11331.694 eV. Number 7: E_tot -24806.601 eV. Number 8: E_tot -35646.637 eV.